# 1
The following is a DFT calculation (wB97M-V/def2-TZVPD) of C29H51N6O6PRuS3Si2 as an isolated structure.

Geometry as XYZ:
```
99
Properties=species:S:1:pos:R:3:forces:R:3
Ru -0.5612 1.3354 0.5662 0.8 1.4 -1.0
C -0.0680 1.4892 6.1724 0.6 0.2 0.7
N -0.6866 1.2239 4.9197 -0.4 0.1 -1.2
C -1.5861 0.2368 4.6029 0.3 0.3 0.3
C -1.8124 0.3287 3.2627 -0.3 0.3 0.0
N -1.0803 1.3439 2.7449 0.8 0.4 0.6
C -0.4052 1.9161 3.7613 -0.1 -1.8 -0.5
P 1.1532 2.8541 3.5752 -1.1 1.1 -1.4
C 0.4831 3.9188 2.2120 0.6 0.2 0.4
N 0.2194 3.6051 0.9537 -0.7 -1.0 0.5
C -0.2788 4.7245 0.3681 0.0 0.2 0.0
C -0.2945 5.7435 1.2750 0.0 0.0 -0.3
N 0.1993 5.2284 2.4374 -0.1 -0.2 -0.1
C 0.4715 5.9619 3.6389 0.3 0.3 0.4
C 2.1255 1.7820 2.4980 -0.2 -1.8 -0.3
N 1.7115 1.1380 1.3873 -0.5 0.4 1.0
C 2.5447 0.0821 1.2214 0.0 0.1 -0.3
C 3.4653 0.0360 2.2248 0.1 0.4 0.3
N 3.1916 1.0966 3.0484 -0.7 0.0 -1.2
C 3.8691 1.4875 4.2365 0.3 0.4 0.9
H -0.4382 0.7966 6.9244 0.0 0.0 0.0
H -0.2662 2.5148 6.4972 0.0 -0.1 0.0
H 1.0224 1.3776 6.0805 -0.3 -0.1 0.2
H -1.9574 -0.4490 5.3353 -0.1 -0.1 0.2
H -2.4659 -0.2501 2.6337 0.1 -0.1 0.0
H -0.6260 4.7200 -0.6459 -0.2 -0.1 -0.1
H -0.6501 6.7515 1.2021 0.0 0.2 0.0
H -0.2728 6.7465 3.7764 0.0 -0.1 0.0
H 1.4626 6.4310 3.5917 -0.1 -0.1 0.0
H 0.4571 5.2819 4.4929 -0.1 0.2 -0.1
H 2.4278 -0.5935 0.3964 -0.1 -0.1 -0.1
H 4.2689 -0.6509 2.4158 0.1 0.0 0.0
H 4.6742 0.7883 4.4554 0.0 0.0 0.0
H 3.1636 1.5104 5.0811 0.4 -0.1 -0.1
H 4.2780 2.4964 4.1244 0.1 -0.2 0.1
O -3.0722 4.6912 -0.9140 0.2 0.3 -0.3
S -4.2237 3.8544 -0.7132 -1.5 1.1 1.0
O -4.4369 2.8101 -1.7133 0.0 0.0 -0.2
O -5.4436 4.5564 -0.3947 -0.2 0.1 0.1
S -3.7653 2.7525 1.0539 0.1 0.1 -0.4
C -2.7609 3.7836 -3.6877 -0.2 -0.4 0.4
Si -2.6891 2.0858 -2.8072 1.1 -0.8 -0.6
C -3.9384 0.7232 -3.3380 0.2 0.7 0.2
C -1.1516 1.3765 -3.7406 -0.5 0.2 0.1
C -2.0057 1.9578 -1.0352 0.1 -0.2 -0.3
C -2.4977 2.1144 0.1138 1.5 -1.2 1.3
H -2.7761 3.6566 -4.7677 0.0 -0.2 -0.2
H -1.8829 4.3700 -3.4347 0.2 0.0 0.1
H -3.6281 4.3530 -3.3846 -0.1 0.2 -0.1
H -3.8521 0.5350 -4.4057 0.1 0.0 -0.2
H -4.9624 0.9984 -3.1154 -0.2 0.0 0.0
H -3.7112 -0.2041 -2.8190 0.1 -0.1 0.1
H -1.3408 1.3713 -4.8091 0.0 0.0 -0.4
H -0.9752 0.3524 -3.4365 0.0 -0.3 0.1
H -0.2354 1.9293 -3.5693 0.2 0.2 0.1
C 2.4057 -5.1586 0.4784 -0.3 0.2 0.0
C 1.1466 -4.4020 0.9163 0.1 -0.3 0.3
C 0.1449 -5.3470 1.5888 0.2 0.3 -0.2
C 1.5385 -3.2889 1.8815 -0.2 -0.2 -0.1
O 0.5157 -3.9029 -0.2436 0.0 -0.5 0.0
Si 0.4781 -2.4541 -0.9788 -1.2 1.6 0.9
S -0.5643 -1.1098 0.2841 -0.1 -0.3 0.1
O 2.0208 -2.0393 -1.2977 0.7 -0.2 0.2
C 2.5939 -1.2808 -2.3512 0.3 0.2 -0.4
C 1.8240 0.0247 -2.5219 0.1 -0.3 0.2
C 2.5331 -2.1132 -3.6355 0.0 0.1 0.3
C 4.0587 -1.0153 -1.9813 -0.4 -0.1 0.0
O -0.2659 -2.6778 -2.4011 0.3 0.0 -0.6
C -1.4895 -3.2922 -2.7511 -0.5 -0.3 -0.4
C -1.8872 -2.7333 -4.1223 0.2 -0.1 0.3
C -1.2557 -4.8039 -2.8364 0.0 0.3 0.0
C -2.5711 -2.9731 -1.7265 0.2 0.1 -0.2
H 2.8869 -5.6174 1.3385 0.1 -0.1 0.1
H 3.0911 -4.4547 0.0153 0.1 0.1 -0.1
H 2.1548 -5.9250 -0.2503 -0.1 -0.1 -0.1
H 0.6035 -5.8370 2.4434 0.0 -0.1 0.2
H -0.1926 -6.1015 0.8830 0.0 -0.1 -0.1
H -0.7173 -4.7755 1.9197 -0.1 0.1 0.1
H 1.9548 -3.7145 2.7913 0.1 -0.1 0.1
H 0.6702 -2.6823 2.1226 0.0 0.1 0.1
H 2.2773 -2.6486 1.4112 0.2 0.1 0.0
H 0.8471 -0.2087 -2.9320 -0.1 0.2 0.0
H 2.3470 0.7038 -3.1913 0.0 0.1 -0.1
H 1.6694 0.5168 -1.5550 0.1 0.0 -0.1
H 1.4970 -2.3695 -3.8306 -0.1 0.0 -0.2
H 3.1017 -3.0316 -3.5016 0.1 -0.1 0.0
H 2.9408 -1.5524 -4.4729 0.1 0.1 -0.1
H 4.1216 -0.2956 -1.1706 0.1 0.1 0.1
H 4.5886 -0.6190 -2.8439 0.1 0.1 -0.1
H 4.5396 -1.9407 -1.6715 0.0 -0.1 0.0
H -1.1416 -3.0024 -4.8692 0.1 0.0 -0.1
H -1.9611 -1.6500 -4.0731 0.0 0.1 0.0
H -2.8511 -3.1337 -4.4255 -0.1 -0.1 -0.1
H -0.5180 -5.0220 -3.6051 0.1 0.0 -0.1
H -2.1830 -5.3170 -3.0729 -0.2 -0.1 -0.1
H -0.8705 -5.1570 -1.8848 0.0 -0.1 0.1
H -2.6557 -1.8959 -1.6115 -0.1 0.1 0.1
H -2.2929 -3.3946 -0.7659 -0.1 0.0 0.2
H -3.5274 -3.3770 -2.0463 -0.2 -0.1 -0.1
```
Forces are in eV/Å.

The frontier orbital gap (spin up / spin down) comes out at 0.1977 / 0.1871 hartree. The charge is -1. The calculation puts the HOMO energy (spin up / spin down) at -3.64 / -3.35 eV. As for the spin multiplicity: 2.


# 2
The following is a DFT calculation (wB97M-V/def2-TZVPD) of one molecule with the formula C5H8O.

Geometry as XYZ:
```
14
Properties=species:S:1:pos:R:3:forces:R:3
C -1.4160 -0.1997 -0.4941 -0.2 0.2 0.0
C -0.7809 0.8311 0.4691 0.0 0.0 0.0
C 0.6180 0.2958 0.7116 0.0 0.0 0.2
C 1.5151 0.0546 -0.4832 0.1 0.0 -0.1
C 0.6645 -1.0508 0.0721 0.2 -0.1 0.0
O -0.5421 -1.3244 -0.5824 -0.1 -0.1 0.0
H -1.5667 0.2280 -1.4948 0.1 -0.1 0.2
H -2.3875 -0.5576 -0.1290 0.2 0.1 -0.1
H -0.7863 1.8408 0.0423 0.0 -0.2 0.1
H -1.3220 0.8648 1.4208 0.1 0.0 -0.2
H 1.0783 0.4664 1.6797 -0.1 0.0 -0.2
H 1.2409 0.4735 -1.4501 0.0 -0.1 0.2
H 2.5848 0.0146 -0.2925 -0.2 0.0 0.0
H 1.1000 -1.9369 0.5306 -0.1 0.3 -0.1
```
Forces are in eV/Å.

The frontier orbital gap comes out at 0.3751 hartree. The SMILES is C1C[C@@H]2C[C@@H]2O1. The calculation puts the HOMO energy at -9.07 eV.


# 3
The following is a DFT calculation (wB97M-V/def2-TZVPD) of a 5-piece molecular cluster, C40H40N2OS overall.

Geometry as XYZ:
```
84
Properties=species:S:1:pos:R:3:forces:R:3
C 0.0311 -2.2797 3.2110 -0.5 0.5 -0.3
C 0.1331 -2.7911 1.6231 1.1 1.8 1.3
C 1.6021 -2.2131 1.0705 -1.1 0.1 -0.1
C 1.4739 -0.5982 0.7404 -0.5 3.0 -1.8
C 0.9968 0.0135 -0.7370 1.0 1.2 3.4
C 0.8376 1.6369 -1.0457 1.3 0.2 4.5
C 1.1446 2.7686 0.1433 0.0 -5.1 -1.3
C 1.6508 2.1438 1.5939 0.3 0.2 1.4
N 2.0065 2.9974 2.7980 -0.4 -5.3 -2.4
S 2.5079 1.8886 4.0703 -1.7 -1.1 -4.6
N 2.3031 0.2902 3.3578 -1.5 3.7 -4.6
C 1.8187 0.5323 1.9221 0.2 1.2 0.5
O -0.8913 -2.0648 0.8563 -0.3 -2.9 0.8
C -2.1571 -2.8311 0.7658 -1.4 1.7 -0.9
C -3.3649 -1.7132 1.0642 -1.9 2.1 0.7
C -4.6367 -1.9936 2.0752 1.0 4.4 -2.5
C -5.7100 -0.7374 2.2824 3.1 0.6 -2.3
C -5.4746 0.7022 1.5195 2.3 -2.7 -0.7
C -4.2019 0.9872 0.4726 -0.3 -4.8 2.4
C -3.1497 -0.2545 0.2748 -3.2 0.4 2.2
H 1.0994 -2.0728 3.6792 -2.3 -0.8 -0.9
H -0.6380 -2.9919 3.8683 1.5 1.3 -1.2
H -0.5104 -1.2228 3.1908 1.1 -2.3 -0.1
H 0.0560 -3.9557 1.5128 0.2 2.2 0.1
H 1.8284 -2.8278 0.0970 -0.1 1.5 1.8
H 2.3727 -2.4216 1.9415 -1.4 0.6 -2.1
H 0.7366 -0.7270 -1.6355 0.7 1.7 2.4
H 0.4826 1.9769 -2.1174 0.8 -0.7 2.5
H 1.0137 3.9079 -0.0921 0.4 -2.5 0.8
H -2.2108 -3.7613 1.4739 0.1 1.9 -1.4
H -2.2797 -3.1051 -0.3874 0.2 0.1 2.6
H -4.7593 -3.0186 2.6320 0.3 2.3 -1.3
H -6.6454 -0.8896 3.0049 2.3 0.5 -1.8
H -6.2200 1.5896 1.6964 1.5 -2.1 -0.3
H -4.0515 2.0205 -0.0758 -0.4 -2.4 1.3
H -2.2171 -0.0705 -0.4329 -2.1 -0.7 1.8
C 5.6488 7.5440 0.4998 -0.1 -0.2 0.0
C 5.1666 7.3818 1.7983 0.0 -0.1 -0.1
C 4.3766 6.2777 2.1169 0.1 0.0 -0.2
C 4.0647 5.3369 1.1350 0.1 0.1 -0.1
C 4.5391 5.5040 -0.1657 0.1 0.1 0.1
C 5.3323 6.6061 -0.4834 0.0 0.0 0.2
H 6.2699 8.4009 0.2535 -0.1 -0.1 0.0
H 5.4075 8.1161 2.5629 0.0 -0.1 -0.1
H 4.0039 6.1498 3.1298 0.0 0.0 -0.2
H 3.4514 4.4752 1.3835 0.1 0.2 0.0
H 4.2912 4.7740 -0.9325 0.0 0.1 0.1
H 5.7039 6.7349 -1.4966 0.0 0.0 0.1
C 0.2920 -5.7957 -3.8841 0.0 0.0 0.2
C 1.1293 -6.6908 -3.2188 -0.1 0.1 0.1
C 1.4884 -6.4562 -1.8918 -0.1 0.1 -0.1
C 1.0132 -5.3234 -1.2307 0.0 -0.1 -0.2
C 0.1834 -4.4235 -1.8989 0.0 -0.1 -0.1
C -0.1787 -4.6599 -3.2247 0.1 -0.2 0.1
H 0.0070 -5.9822 -4.9159 0.0 0.0 0.1
H 1.5017 -7.5723 -3.7346 -0.1 0.1 0.1
H 2.1382 -7.1558 -1.3726 -0.1 0.1 -0.1
H 1.2907 -5.1417 -0.1961 0.0 0.0 -0.1
H -0.1822 -3.5374 -1.3857 0.0 -0.1 0.0
H -0.8273 -3.9597 -3.7446 0.1 -0.1 0.1
C 1.4599 -2.9884 -5.9598 0.0 0.1 -0.1
C 0.9008 -3.6553 -7.0496 0.1 0.2 0.0
C 0.9994 -3.1080 -8.3285 0.1 0.1 0.1
C 1.6538 -1.8905 -8.5174 0.0 -0.1 0.2
C 2.2048 -1.2190 -7.4263 -0.1 -0.1 0.0
C 2.1096 -1.7681 -6.1479 -0.1 -0.1 -0.2
H 1.3889 -3.4184 -4.9644 0.0 0.1 -0.2
H 0.3886 -4.6028 -6.9021 0.1 0.1 0.0
H 0.5665 -3.6297 -9.1780 0.1 0.1 0.1
H 1.7329 -1.4652 -9.5140 0.0 -0.1 0.1
H 2.7096 -0.2673 -7.5725 -0.1 -0.2 0.0
H 2.5410 -1.2458 -5.2981 0.0 -0.1 -0.1
C -5.5116 3.4618 5.3503 0.2 0.0 0.0
C -5.0553 2.4272 4.5340 0.1 0.1 0.1
C -3.6893 2.2739 4.2991 0.0 0.1 0.1
C -2.7787 3.1587 4.8774 -0.2 0.0 0.0
C -3.2356 4.1989 5.6861 -0.1 -0.1 -0.1
C -4.6014 4.3500 5.9241 0.0 -0.1 -0.1
H -6.5755 3.5769 5.5386 0.1 0.0 0.0
H -5.7649 1.7392 4.0813 0.2 0.1 0.1
H -3.3338 1.4654 3.6657 -0.1 0.1 0.0
H -1.7142 3.0380 4.6966 -0.1 0.0 0.0
H -2.5267 4.8922 6.1321 -0.1 -0.1 -0.1
H -4.9572 5.1593 6.5563 0.1 -0.1 -0.1
```
Forces are in eV/Å.

The frontier orbital gap comes out at 0.2486 hartree. The SMILES is C[C@H](Cc1cccc2nsnc12)OCc1ccccc1.c1ccccc1.c1ccccc1.c1ccccc1.c1ccccc1. The calculation puts the HOMO energy at -8.34 eV.


Calculated F_max (eV/Å), listed in the same order as above: 2.29, 0.29, 6.10
Calculated molecular weight (g/mol), listed in the same order as above: 864.18, 84.12, 596.84